# 1
This record from the Open Molecules 2025 dataset describes C3H9N3O2 as an isolated structure. The level of theory is the ωB97M-V functional and the def2-TZVPD basis.

Calculated values
* F_max: 0.06707 hartree/bohr
* relative energy (zero: lowest compared OMol25 entry of this formula, charge and spin): 558.1 kJ/mol
* LUMO energy: 0.91 eV
* Kohn-Sham gap: 9.961 eV
* charge: 0
* HOMO energy: -9.05 eV
* total energy: -434.31359 Eh

Geometry (Å):
1 C 1.129 -1.618 -0.841
2 C 1.152 -0.114 -0.907
3 O 1.539 0.566 0.121
4 H 1.531 0.254 -1.873
5 H 2.157 -1.981 -0.795
6 H 0.645 -2.031 -1.726
7 H 0.622 -1.927 0.073
8 C -0.376 0.793 0.871
9 N -1.720 -0.470 -0.939
10 N -0.211 2.128 1.050
11 O -0.649 0.433 -0.695
12 N -0.783 -0.149 1.600
13 H -1.721 -1.064 -0.102
14 H -2.570 0.089 -0.882
15 H -0.862 2.635 1.629
16 H 0.706 2.483 0.828
17 H -0.590 -0.026 2.587

Atomic forces in eV per Å
C -0.8545 0.2433 0.0984
C 2.7247 0.6947 1.9971
O -0.3010 -1.0210 -1.7142
H -0.9989 0.3440 -0.2055
H 0.0486 0.2218 -0.0538
H -0.0431 -0.1094 0.0843
H -0.0224 -0.1353 -0.0227
C -1.6001 -1.0382 -0.6894
N 0.3686 -0.0591 0.4887
N 0.3697 -0.0934 -0.1290
O 0.1313 0.2616 0.8598
N 0.2886 0.3155 -0.5275
H -0.0934 0.0011 -0.1942
H 0.0814 0.0959 -0.0449
H 0.3099 -0.1963 0.1127
H -0.2611 0.1770 -0.0728
H -0.1483 0.2977 0.0130

Let us look at the natural (NBO) charges, expressed in e, one per atom: atom 1 (C): -0.707, atom 2 (C): 0.487, atom 3 (O): -0.725, atom 4 (H): 0.145, atom 5 (H): 0.240, atom 6 (H): 0.223, atom 7 (H): 0.234, atom 8 (C): 0.758, atom 9 (N): -0.499, atom 10 (N): -0.886, atom 11 (O): -0.417, atom 12 (N): -0.764, atom 13 (H): 0.362, atom 14 (H): 0.339, atom 15 (H): 0.402, atom 16 (H): 0.433, atom 17 (H): 0.374

---

# 2
This record from the Open Molecules 2025 dataset describes a 2-piece molecular cluster, C6H11N3O overall. The level of theory is the ωB97M-V functional and the def2-TZVPD basis.

Calculated values
* F_max: 0.07142 hartree/bohr
* relative energy (zero: lowest compared OMol25 entry of this formula, charge and spin): 241.5 kJ/mol
* LUMO energy: 0.88 eV
* Kohn-Sham gap: 10.278 eV
* charge: 0
* SMILES: Cc1cn[nH]n1.CC(C)=O
* HOMO energy: -9.40 eV
* total energy: -474.67418 Eh

Geometry (Å):
1 C -0.292 -1.370 1.245
2 C -1.118 -1.909 0.230
3 C -0.705 -0.492 2.353
4 C 0.084 0.901 -1.834
5 C 1.026 2.120 0.059
6 C -0.193 1.479 -0.512
7 N 0.929 -1.770 0.964
8 N -0.400 -2.582 -0.626
9 N 0.809 -2.520 -0.114
10 O -1.290 1.395 0.094
11 H 0.006 -0.196 3.115
12 H -1.003 0.451 1.814
13 H -1.543 -0.919 2.724
14 H 0.961 0.245 -1.885
15 H -0.898 0.312 -2.042
16 H 0.357 1.622 -2.572
17 H 1.236 3.052 -0.483
18 H 1.862 1.470 -0.043
19 H 0.836 2.478 1.149
20 H 1.513 -3.044 -0.597
21 H -2.185 -1.945 0.006

Atomic forces in eV per Å
C 0.1463 -0.5914 -0.6332
C -1.6032 0.1548 -0.2533
C 1.5517 2.5430 -2.1478
C -2.5439 -2.4503 -0.6963
C -1.2038 2.1733 2.5455
C -1.5710 0.0898 2.1509
N 1.1062 -0.2572 0.5411
N 0.3502 -0.8199 0.0480
N -0.1420 0.1408 -0.9161
O 2.8582 0.4881 -2.1579
H 0.3375 -0.5355 -0.0232
H 0.0193 -0.7412 0.9879
H -2.6596 -1.0102 1.7107
H -0.3076 -0.2285 0.6225
H 1.9250 0.9119 -0.4687
H -0.4380 0.8837 -0.5707
H 0.0181 -0.2723 -0.1537
H 0.7283 -0.4783 0.1506
H 0.4820 -0.9275 -1.7360
H 0.6982 0.2694 0.3853
H 0.2484 0.6573 0.6144

Let us look at the natural (NBO) charges, expressed in e, one per atom: atom 1 (C): 0.111, atom 2 (C): -0.112, atom 3 (C): -0.664, atom 4 (C): -0.743, atom 5 (C): -0.728, atom 6 (C): 0.605, atom 7 (N): -0.259, atom 8 (N): -0.242, atom 9 (N): -0.180, atom 10 (O): -0.568, atom 11 (H): 0.229, atom 12 (H): 0.268, atom 13 (H): 0.220, atom 14 (H): 0.241, atom 15 (H): 0.248, atom 16 (H): 0.242, atom 17 (H): 0.239, atom 18 (H): 0.236, atom 19 (H): 0.234, atom 20 (H): 0.401, atom 21 (H): 0.221